No. 1
ORCA calculation (ωB97M-V/def2-TZVPD) on one molecule with the formula C16H22N2O5S2.

Highest occupied orbital energy: -8.867 eV
Orbital gap: 9.157 eV
SMILES string: C[C@@H](SCC(=O)Nc1ccc(S(=O)(=O)N2CCCCC2)cc1)C(=O)O
E_LUMO: 0.0107 hartree
ΔE to the lowest compared entry with this formula, charge and spin: 0.000 eV

```
47
C16H22N2O5S2 ωB97M-V/def2-TZVPD
C 2.3738 1.6800 5.2061
H 3.1625 0.9712 4.9646
C 1.7120 2.1712 3.9329
C 2.6156 2.9437 3.0143
O 2.3964 3.0883 1.8295
O 3.6447 3.5149 3.6212
H 4.1557 4.0592 3.0006
H 1.2256 1.3576 3.3912
S 0.3952 3.3948 4.3905
C -0.4554 3.7065 2.8043
H 0.2313 4.2157 2.1281
C -1.0238 2.4303 2.2022
O -2.1164 2.0071 2.4967
N -0.1573 1.8481 1.3262
C -0.3133 0.6676 0.6025
C -1.4524 -0.1321 0.6867
C -1.5247 -1.2966 -0.0570
C -0.4744 -1.6576 -0.8780
C 0.6609 -0.8735 -0.9703
C 0.7443 0.2875 -0.2299
H 1.6256 0.9105 -0.2837
H 1.4630 -1.1946 -1.6145
S -0.5487 -3.1459 -1.8623
O 0.7041 -3.8367 -1.7629
O -1.7498 -3.8689 -1.5440
N -0.6322 -2.4780 -3.4036
C -0.1728 -3.3577 -4.4607
C -0.0262 -2.5606 -5.7529
C -1.3649 -1.9244 -6.1186
C -1.8554 -1.0659 -4.9557
C -1.9316 -1.9058 -3.6834
H -2.2087 -1.2883 -2.8261
H -2.6855 -2.6992 -3.7936
H -1.1583 -0.2425 -4.7918
H -2.8395 -0.6490 -5.1738
H -1.2611 -1.3150 -7.0181
H -2.0960 -2.7096 -6.3238
H 0.7207 -1.7792 -5.6057
H 0.3153 -3.2222 -6.5499
H 0.7806 -3.7730 -4.1326
H -0.8826 -4.1856 -4.6106
H -2.3882 -1.9409 -0.0054
H -2.2645 0.1609 1.3311
H 0.7445 2.3060 1.1960
H -1.2741 4.3692 3.0822
H 2.8039 2.5129 5.7555
H 1.6358 1.1887 5.8343
```

=====

No. 2
ORCA calculation (ωB97M-V/def2-TZVPD) on one molecule with the formula C16H22N2OS2.

Highest occupied orbital energy: -8.496 eV
Orbital gap: 9.064 eV
SMILES string: CCC(C)(C)NC(=O)CCCSc1nc2ccccc2s1
E_LUMO: 0.0209 hartree
ΔE to the lowest compared entry with this formula, charge and spin: 0.000 eV

```
43
C16H22N2OS2 ωB97M-V/def2-TZVPD
C -3.8442 -2.3497 -0.7327
H -4.7640 -2.6727 -0.2505
H -3.1630 -3.1967 -0.7582
C -3.2532 -1.1803 0.0445
H -3.0501 -1.5005 1.0699
H -3.9846 -0.3730 0.0883
C -1.9497 -0.5966 -0.5332
N -1.4824 0.4479 0.3867
C -2.1555 1.5789 0.6743
O -3.2692 1.8346 0.2614
C -1.4262 2.5460 1.6059
C 0.0474 2.7817 1.2706
C 0.2296 3.0683 -0.2112
H -0.2850 3.9828 -0.5050
H -0.1241 2.2431 -0.8262
S 1.9728 3.3540 -0.6643
C 2.6616 1.7976 -0.3739
N 2.0557 0.7796 0.1222
C 2.8992 -0.2882 0.2651
C 2.5647 -1.5242 0.8093
C 3.5351 -2.5011 0.8901
C 4.8321 -2.2677 0.4424
C 5.1899 -1.0432 -0.0893
C 4.2220 -0.0590 -0.1715
S 4.3734 1.5733 -0.7635
H 6.1953 -0.8519 -0.4293
H 5.5713 -3.0504 0.5164
H 3.2848 -3.4632 1.3107
H 1.5629 -1.6997 1.1657
H 0.6479 1.9115 1.5406
H 0.4148 3.6299 1.8526
H -1.5092 2.1602 2.6247
H -1.9781 3.4864 1.5614
H -0.5373 0.3496 0.7235
C -0.8472 -1.6510 -0.6045
H -1.0806 -2.3915 -1.3634
H -0.7415 -2.1586 0.3522
H 0.1014 -1.1866 -0.8672
C -2.1703 0.0210 -1.9169
H -2.9292 0.7958 -1.8576
H -2.4893 -0.7352 -2.6272
H -1.2433 0.4614 -2.2804
H -4.0848 -2.0628 -1.7523
```

=====

No. 3
ORCA calculation (ωB97M-V/def2-TZVPD) on a 2-piece molecular cluster, C16H22N3O3PS overall.

Highest occupied orbital energy: -12.548 eV
Orbital gap: 4.985 eV
Total charge: +2
E_LUMO: -0.2779 hartree

```
46
C16H22N3O3PS ωB97M-V/def2-TZVPD
O 0.2047 -2.0851 -3.3238
C -0.1813 -1.5034 -4.3258
C -1.1508 -0.3451 -4.4255
C -0.9472 0.2240 -5.8406
C 0.1756 -0.6465 -6.4763
P 1.8565 0.1492 -6.6445
O 2.1018 0.1307 -8.2279
O 1.6660 1.7136 -6.2999
S 3.1967 -0.7020 -5.6055
N 0.2239 -1.8005 -5.5898
H -2.1616 -0.7386 -4.3131
H -0.9535 0.3581 -3.6170
H -1.8539 0.0943 -6.4265
H -0.7322 1.2879 -5.8143
H -0.1122 -0.9666 -7.4777
H 2.0089 0.9704 -8.6900
H 0.9175 2.1529 -6.7185
H 1.0193 -2.4241 -5.6612
C -0.4707 -2.3953 -0.5025
N -0.4122 -1.6467 0.7785
C 0.5031 -0.6702 0.8975
C 0.6134 0.0577 2.0604
C -0.2424 -0.2216 3.1234
C -1.1828 -1.2352 2.9762
C -1.2418 -1.9354 1.7891
C -0.1512 0.5481 4.3938
C -1.2645 1.2002 4.9135
C -1.1530 1.8904 6.1015
N 0.0124 1.9373 6.7639
C 1.1038 1.3206 6.2770
C 1.0521 0.6221 5.0935
C 0.1163 2.6606 8.0550
H 0.5131 -2.8093 -0.7057
H -0.7369 -1.7246 -1.3150
H -1.2003 -3.1937 -0.4140
H 1.1362 -0.5024 0.0363
H 1.3597 0.8380 2.1205
H -1.8583 -1.5047 3.7764
H -1.9431 -2.7409 1.6243
H -2.2176 1.1901 4.4029
H -1.9856 2.4165 6.5462
H 2.0066 1.4031 6.8664
H 1.9465 0.1299 4.7371
H 0.8942 3.4153 7.9741
H 0.3603 1.9471 8.8382
H -0.8360 3.1339 8.2699
```

=====

No. 4
ORCA calculation (ωB97M-V/def2-TZVPD) on C16H22N3O6Rh as an isolated structure.

Highest occupied orbital energy (spin up / spin down): -8.632 / -9.425 eV
Orbital gap (spin up / spin down): 8.820 / 7.860 eV
<S²>: 6.01
Multiplicity: 5
E_LUMO (spin up / spin down): 0.0069 / -0.0575 hartree
ΔE to the lowest compared entry with this formula, charge and spin: 0.125 eV

```
48
C16H22N3O6Rh ωB97M-V/def2-TZVPD
Rh 0.2182 -0.3000 -0.0876
O 2.8739 0.9428 2.8866
C 2.0225 0.8417 2.0313
O 1.9374 -0.1005 1.1319
C 0.9017 1.8599 1.9445
C 0.7647 2.9941 2.7228
C -0.3228 3.8259 2.4735
C -1.2277 3.5199 1.4624
C -1.0167 2.3645 0.7318
N 0.0159 1.5845 1.0018
C -1.8609 1.8650 -0.4273
O -2.8462 2.4814 -0.7714
O -1.4078 0.7663 -0.9613
H 1.4982 3.1984 3.4898
H -0.4600 4.7219 3.0650
H -2.0780 4.1432 1.2248
C 1.9252 -3.6090 -0.2589
N 0.8118 -3.8593 -1.1622
C 0.3269 -5.2312 -1.2075
C -0.4563 -5.4575 -2.4818
C -1.5490 -4.4155 -2.5711
N -0.9735 -3.0841 -2.4518
C -1.7946 -1.9857 -2.9428
C 0.1564 -2.8436 -1.7586
O 0.6012 -1.6637 -1.6688
H 2.8139 -4.1388 -0.6066
H 1.6692 -3.9635 0.7413
H 2.1527 -2.5514 -0.2026
H -0.2906 -5.4361 -0.3254
H 1.1935 -5.8920 -1.1612
H -0.8744 -6.4626 -2.5074
H 0.2143 -5.3463 -3.3374
H -2.2991 -4.5674 -1.7865
H -2.0641 -4.4710 -3.5310
H -1.9148 -2.0660 -4.0247
H -1.3448 -1.0289 -2.7059
H -2.7796 -2.0324 -2.4742
C -2.8396 -2.0692 2.0355
C -1.5675 -1.2396 2.0760
C -0.7924 -1.4249 3.3735
O -0.7442 -1.6333 0.9936
H -3.4795 -1.8238 2.8851
H -2.5900 -3.1313 2.0791
H -3.3940 -1.8768 1.1166
H -1.8367 -0.1800 1.9708
H -0.4695 -2.4637 3.4635
H -1.4232 -1.1761 4.2289
H 0.0947 -0.7919 3.3954
```

=====

No. 5
ORCA calculation (ωB97M-V/def2-TZVPD) on C16H23AgFO12S as an isolated structure.

Highest occupied orbital energy (spin up / spin down): 3.938 / 1.587 eV
Orbital gap (spin up / spin down): 2.230 / 4.557 eV
Total charge: -3
<S²>: 2.01
Multiplicity: 3
E_LUMO (spin up / spin down): 0.2267 / 0.2258 hartree

```
54
C16H23AgFO12S ωB97M-V/def2-TZVPD
Ag 5.1606 -2.7740 6.2662
C 5.3511 -6.0888 4.9525
O 5.0280 -4.9648 5.6708
H 4.7537 -6.9901 5.0897
H 5.2882 -5.8674 3.8871
H 6.3862 -6.4283 4.9919
C 5.4858 0.5435 6.0167
O 4.5819 -0.4930 6.3349
H 5.5420 0.9648 5.0130
H 5.4660 1.3580 6.7408
H 6.4713 0.0778 6.0038
S 5.4382 -2.5794 8.9987
O 6.5016 -2.7156 8.0101
O 5.2841 -1.2379 9.5970
O 4.2378 -2.7048 8.2372
O 5.5059 -3.7216 9.9003
C 0.4656 -3.7354 2.8837
C 0.6514 -3.8874 4.4051
C 2.0158 -4.3175 4.9244
O 2.3917 -3.2205 5.7662
C 1.4322 -2.2778 5.8069
O 1.3908 -1.2673 6.5420
O 0.5425 -2.5697 4.8809
H 1.3540 -3.1915 2.5628
H -0.4317 -3.1617 2.6515
H 0.4847 -4.7085 2.3931
H -0.0656 -4.5302 4.9159
H 2.7100 -4.4499 4.0945
H 1.8654 -5.2085 5.5339
C 6.5841 -0.8137 0.2552
C 5.2450 -0.8019 0.9715
C 4.2099 -1.8642 0.5452
O 3.7146 -2.3364 1.7815
C 4.6050 -2.0200 2.7697
O 4.5451 -2.4751 3.8718
O 5.6126 -1.2275 2.2936
H 6.3784 -0.5473 -0.7815
H 6.9794 -1.8287 0.2162
H 7.3364 -0.1039 0.5992
H 4.7816 0.1812 1.0542
H 4.6748 -2.7123 0.0425
H 3.4777 -1.3344 -0.0643
F 7.2202 -2.5710 4.9838
C 8.5779 -2.5206 5.0141
C 9.2012 -1.2896 5.0424
C 10.5918 -1.2042 5.2378
C 11.3342 -2.3900 5.4160
C 10.7391 -3.6399 5.1360
C 9.3731 -3.7119 5.0352
H 8.5901 -0.4060 4.9326
H 11.0447 -0.2241 5.2642
H 12.4105 -2.3733 5.5032
H 11.3448 -4.5337 5.1115
H 8.8186 -4.6170 4.8361
```

=====

Number 1: total energy -51838.44534 eV, largest force on an atom 0.97 eV/Å. Number 2: total energy -43648.83192 eV, largest force on an atom 1.02 eV/Å. Number 3: total energy -47673.77237 eV, largest force on an atom 0.58 eV/Å. Number 4: total energy -36711.87195 eV, largest force on an atom 0.35 eV/Å. Number 5: total energy -59077.10405 eV, largest force on an atom 5.69 eV/Å.